The following is a DFT calculation (ωB97M-V with the def2-TZVPD basis set) of a molecular structure, C41H41N2P2Re.

E_HOMO (spin up / spin down), eV: -9.88 / -10.32
Electronic energy, a.u.: -2457.24488
Energy above the lowest of the compared OMol25 structures with the same formula, charge and spin, kJ/mol: 94.6
Expectation value of S²: 0.757
Frontier orbital gap (spin up / spin down), eV: 6.75 / 7.29

Structure (ORCA input):
```
! wB97M-V def2-TZVPD RIJCOSX def2/J DEFGRID3
* xyz 1 2
Re -0.25081 0.40480 0.96194
N -0.54168 0.75963 3.12245
C 0.64646 1.42935 3.63249
C 1.31748 0.87270 4.70715
C 2.48420 1.45594 5.17297
C 2.96286 2.59964 4.55327
C 2.27648 3.14771 3.48030
C 1.10030 2.57915 2.98876
C 0.41054 3.20747 1.81979
C 0.37794 4.60410 1.76181
C -0.09882 5.25842 0.64047
C -0.56453 4.52090 -0.44096
C -0.60345 3.13927 -0.36640
C -0.13288 2.45417 0.75784
H -0.70830 -0.08680 3.66054
H -1.37302 1.33570 3.26959
H 0.92466 -0.01894 5.18477
H 3.01250 1.01827 6.00939
H 3.87794 3.06296 4.89766
H 2.67194 4.02629 2.98774
H 0.74648 5.18137 2.60137
H -0.09466 6.34034 0.60498
H -0.90572 5.02010 -1.33804
H -0.98560 2.57440 -1.20902
C 2.59042 -0.18494 -1.80338
C 1.59576 -1.06172 -1.04256
C 2.30931 -1.92286 -0.00540
C 0.78066 -1.93006 -2.00557
N 0.66325 -0.18288 -0.35125
H 3.26480 -0.80798 -2.39288
H 3.18195 0.41078 -1.10719
H 2.06366 0.48956 -2.47843
H 3.02208 -2.58152 -0.50353
H 1.59178 -2.53979 0.53852
H 2.85445 -1.29524 0.70206
H 1.44136 -2.60370 -2.55407
H 0.24896 -1.30655 -2.72594
H 0.05298 -2.52952 -1.45263
C -3.32303 0.09942 -0.95595
P -2.45483 -0.39183 0.56701
C -3.61512 -0.12136 1.94213
C -4.36083 -1.15467 2.50627
C -5.25699 -0.88338 3.53267
C -5.41076 0.41233 4.00386
C -4.65967 1.44516 3.45672
C -3.75857 1.18119 2.43580
C -2.23888 -2.19443 0.45863
C -2.77403 -2.99248 -0.54630
C -2.49388 -4.35383 -0.58111
C -1.68369 -4.92757 0.38678
C -1.14106 -4.13836 1.39411
C -1.41348 -2.78023 1.42254
P -4.00418 1.85059 -0.96059
C -5.78890 1.49474 -1.22901
C -6.45434 0.56809 -0.42339
C -7.81743 0.35490 -0.56355
C -8.54292 1.07317 -1.50287
C -7.89472 2.00159 -2.30302
C -6.52774 2.21044 -2.17086
C -3.52357 2.37618 -2.64454
C -3.26627 3.72865 -2.84772
C -2.93454 4.20348 -4.11284
C -2.85181 3.32424 -5.18116
C -3.11660 1.97243 -4.99006
C -3.45804 1.50383 -3.73196
H -4.12971 -0.60775 -1.15464
H -2.58439 0.01663 -1.75578
H -4.25914 -2.16623 2.13448
H -5.84307 -1.68774 3.95845
H -6.11412 0.61827 4.80026
H -4.78037 2.45803 3.81864
H -3.19386 1.99692 1.99379
H -3.40162 -2.56469 -1.31668
H -2.91266 -4.96582 -1.36963
H -1.47137 -5.98844 0.35682
H -0.50468 -4.58010 2.15022
H -0.98345 -2.16978 2.21339
H -5.91323 0.00255 0.32385
H -8.31363 -0.37390 0.06506
H -9.60690 0.90914 -1.61112
H -8.45167 2.56494 -3.04070
H -6.03767 2.93320 -2.81121
H -3.33358 4.41398 -2.01061
H -2.74324 5.25913 -4.26101
H -2.58872 3.68992 -6.16534
H -3.06661 1.28715 -5.82650
H -3.69375 0.45351 -3.60322
*
```

Results of the Löwdin charge analysis, in e, for atoms 1 through 4: Re 1.18; N -0.03; C -0.26; C -0.03